No. 1
ORCA calculation (wB97M-V/def2-TZVPD) on a single C3H4OS molecule.

Geometry as XYZ:
```
9
Properties=species:S:1:pos:R:3:forces:R:3
C 2.870 -0.139 -0.321 -1.92 -1.03 1.43
C -0.368 0.536 0.188 2.92 -1.46 0.32
C -1.479 -0.414 0.171 2.27 -2.76 -1.33
O -0.364 1.698 0.188 -0.32 1.86 -0.20
S 1.366 -0.539 0.324 0.69 -0.47 -0.62
H 2.878 0.876 -0.627 -0.02 1.39 -0.75
H -1.371 -1.006 -0.785 0.19 0.50 0.70
H -2.257 0.239 -0.069 -2.46 0.28 1.00
H -1.276 -1.251 0.931 -1.35 1.69 -0.54
```
Forces are in eV/Å.

Properties
ΔE to the lowest compared entry with this formula, charge and spin   85.8 kcal/mol



No. 2
ORCA calculation (wB97M-V/def2-TZVPD) on 2 unconnected molecules or ions with the total composition C42H22F15O2Si.

Geometry as XYZ:
```
82
Properties=species:S:1:pos:R:3:forces:R:3
F 1.956 8.601 -0.948 -0.10 -1.07 -0.36
C 1.780 7.291 -1.210 0.11 0.46 0.34
C 2.780 6.375 -0.877 0.28 0.05 0.16
F 3.946 6.800 -0.352 -0.83 -0.28 -0.36
C 2.537 5.017 -1.067 0.42 0.07 0.09
F 3.515 4.139 -0.707 -0.56 0.47 -0.12
C 1.345 4.528 -1.589 -0.43 0.47 -0.07
Si 1.096 2.673 -1.656 -1.17 0.22 -1.71
C 2.590 2.200 -2.707 0.84 -0.99 0.16
C 3.358 1.079 -2.423 -0.13 -0.20 0.06
F 3.068 0.382 -1.283 0.30 0.33 -0.59
C 4.346 0.581 -3.267 0.08 -0.43 0.16
F 4.999 -0.557 -2.951 -0.33 0.68 -0.18
C 4.607 1.232 -4.471 0.22 -0.22 -0.25
F 5.499 0.725 -5.341 -0.64 0.47 0.79
C 3.889 2.384 -4.792 -0.05 0.30 -0.34
F 4.131 3.024 -5.954 -0.25 -0.52 0.92
C 2.891 2.831 -3.923 -0.67 0.45 -0.09
F 2.122 3.879 -4.328 0.72 -0.70 0.26
C 0.420 2.405 0.090 0.33 -0.61 0.95
C 1.215 2.148 1.211 0.19 -0.05 0.02
F 2.531 1.861 1.040 -0.80 0.23 0.14
C 0.718 2.164 2.516 0.36 -0.04 0.30
F 1.532 1.912 3.558 -0.46 0.13 -0.60
C -0.631 2.431 2.746 -0.06 -0.04 0.38
F -1.116 2.445 4.005 0.40 -0.06 -1.10
C -1.474 2.640 1.657 -0.41 0.12 0.09
F -2.792 2.846 1.863 1.06 -0.13 -0.25
C -0.935 2.632 0.368 -0.61 0.14 -0.68
F -1.802 2.871 -0.649 0.68 -0.15 0.85
O -0.121 2.011 -2.668 1.35 1.94 0.83
C -0.541 0.758 -2.660 0.17 -2.15 1.35
C -0.234 -0.256 -1.772 -0.01 2.64 -1.88
C -0.978 -1.485 -2.115 -0.60 -0.76 -0.04
C -1.676 -1.154 -3.469 -0.05 -0.31 -0.28
C -1.475 0.345 -3.749 -0.16 0.05 0.01
C 0.380 5.471 -1.926 -0.38 0.04 -0.22
F -0.795 5.034 -2.448 0.74 0.43 0.38
C 0.575 6.841 -1.748 -0.50 0.16 -0.11
F -0.396 7.726 -2.052 0.71 -0.66 0.19
H 0.545 -0.116 -1.037 -0.19 0.00 -0.22
H -0.330 -2.368 -2.190 -0.12 0.10 -0.15
H -1.740 -1.728 -1.356 0.14 0.01 -0.11
H -1.215 -1.741 -4.271 -0.15 0.06 0.18
H -2.739 -1.407 -3.441 0.21 -0.06 -0.01
H -2.407 0.925 -3.697 0.19 -0.11 0.01
H -1.030 0.550 -4.735 -0.11 -0.06 0.31
C -6.353 -3.534 3.931 0.11 -0.18 0.05
C -5.513 -4.640 4.126 -0.34 0.04 0.19
C -4.242 -4.469 4.659 0.15 0.47 -0.10
C -3.813 -3.170 4.924 -0.42 -0.14 -0.82
O -2.429 -2.943 5.024 0.98 0.45 -0.63
C -1.855 -2.676 3.779 -0.70 0.24 1.00
C -1.538 -1.347 3.461 -0.17 -0.13 0.24
C -0.984 -1.066 2.232 0.52 -0.13 0.18
C -0.574 -2.112 1.353 -1.08 0.59 -0.76
C 0.444 -1.759 0.410 1.19 -1.25 2.99
C 1.429 -2.727 -0.016 0.06 -0.12 -1.32
C 2.802 -2.374 0.036 -0.26 0.09 0.13
C 3.789 -3.337 -0.146 -0.07 -0.28 -0.02
C 3.432 -4.674 -0.392 -0.01 0.46 0.34
C 2.081 -5.026 -0.504 -0.43 0.26 -0.24
C 1.096 -4.043 -0.417 0.30 -0.38 0.28
C -1.103 -3.413 1.621 0.20 -0.32 0.37
C -1.671 -3.705 2.849 0.05 -0.20 -0.53
C -4.666 -2.068 4.851 0.48 -0.35 -0.10
C -5.941 -2.258 4.331 -0.18 -0.22 0.16
H -7.336 -3.674 3.473 0.34 0.06 0.22
H -5.836 -5.650 3.865 -0.04 0.38 0.05
H -3.545 -5.293 4.813 -0.25 0.16 -0.13
H -1.743 -0.577 4.206 -0.01 -0.14 -0.33
H -0.780 -0.038 1.948 0.13 -0.14 0.10
H 0.851 -0.758 0.596 -0.37 -0.28 -0.36
H 3.077 -1.345 0.269 -0.05 -0.32 -0.03
H 4.839 -3.047 -0.069 -0.38 -0.14 -0.07
H 4.202 -5.442 -0.483 -0.23 0.29 0.01
H 1.788 -6.069 -0.669 0.19 0.50 -0.15
H 0.061 -4.290 -0.659 0.41 0.00 0.17
H -1.043 -4.202 0.875 0.19 0.19 0.45
H -1.972 -4.726 3.115 0.05 0.55 -0.28
H -4.287 -1.090 5.150 -0.17 -0.21 -0.20
H -6.607 -1.403 4.234 0.09 -0.23 -0.02
```
Forces are in eV/Å.

Properties
ΔE to the lowest compared entry with this formula, charge and spin   0.0 kcal/mol
Total charge   +1



No. 3
ORCA calculation (wB97M-V/def2-TZVPD) on a gas-phase ion, C3H4N3 (charge +1).

Geometry as XYZ:
```
10
Properties=species:S:1:pos:R:3:forces:R:3
C -1.957 0.010 0.076 -0.81 1.51 -0.32
N -0.658 0.065 0.626 -2.26 0.14 3.76
N 0.252 0.636 0.141 -2.16 1.38 -1.29
C 1.471 0.473 0.176 2.71 -1.82 -0.10
C 2.598 -0.267 -0.301 -1.45 1.10 1.03
N 1.708 -1.002 0.151 1.19 -0.52 -0.66
H -2.645 -0.592 0.620 0.07 -0.59 0.96
H -2.403 1.057 0.126 0.69 -1.11 -0.65
H -1.829 -0.439 -0.871 -0.45 0.11 -1.74
H 3.463 0.060 -0.744 2.46 -0.19 -0.99
```
Forces are in eV/Å.

Properties
ΔE to the lowest compared entry with this formula, charge and spin   103.5 kcal/mol
Total charge   +1



No. 4
ORCA calculation (wB97M-V/def2-TZVPD) on a single C7H14 molecule.

Geometry as XYZ:
```
21
Properties=species:S:1:pos:R:3:forces:R:3
C -1.136 1.573 0.953 0.18 -0.04 0.02
C -0.322 1.181 -0.298 0.67 -0.12 0.08
C -0.569 -0.146 -0.930 0.06 -0.43 -0.12
C -1.621 -1.134 -0.518 -0.10 -0.09 0.09
C 0.757 -0.029 -0.237 -0.59 1.14 0.27
C 1.039 -0.365 1.219 -0.22 0.00 0.16
C 1.987 -0.492 -1.033 -0.40 -0.34 0.08
H -1.714 2.492 0.785 0.26 -0.17 -0.20
H -0.525 1.755 1.844 0.05 0.00 -0.16
H -1.880 0.816 1.235 0.28 0.06 -0.14
H -0.154 2.027 -0.960 0.11 -0.26 -0.06
H -0.434 -0.083 -2.011 -0.03 -0.24 0.10
H -1.350 -2.111 -0.931 -0.18 0.03 0.08
H -2.615 -0.862 -0.887 0.09 -0.04 0.05
H -1.672 -1.237 0.569 -0.05 -0.03 -0.12
H 1.552 0.517 1.624 -0.09 -0.23 0.21
H 1.722 -1.212 1.364 -0.26 0.02 -0.22
H 0.141 -0.540 1.811 0.07 0.00 0.04
H 2.017 -0.380 -2.121 -0.30 0.47 0.20
H 2.960 -0.193 -0.611 -0.40 -0.08 -0.06
H 1.815 -1.578 -0.863 0.85 0.34 -0.29
```
Forces are in eV/Å.

Properties
ΔE to the lowest compared entry with this formula, charge and spin   38.3 kcal/mol



No. 5
ORCA calculation (wB97M-V/def2-TZVPD) on 10 unconnected molecules or ions with the total composition C41H57ClIN2O39PS10.

Geometry as XYZ:
```
152
Properties=species:S:1:pos:R:3:forces:R:3
C 0.286 4.700 -2.598 -0.20 -0.67 -1.18
C -1.258 4.616 -2.805 0.81 0.94 0.82
O -1.928 5.503 -2.307 -0.24 -1.14 -0.26
N -1.865 3.527 -3.509 1.52 -0.18 1.33
C -0.907 2.732 -4.306 -0.33 -0.08 -1.02
C -2.712 2.715 -2.682 -1.61 -0.38 -0.15
C -4.015 2.415 -3.207 -0.10 0.03 -0.23
Cl -4.460 3.099 -4.772 0.36 -0.31 0.73
C -4.954 1.602 -2.543 0.61 0.12 0.61
I -6.863 1.120 -3.379 0.88 0.25 0.42
C -4.612 1.085 -1.269 0.13 0.40 -0.94
C -3.342 1.379 -0.761 0.58 -0.23 0.53
C -2.368 2.182 -1.417 -1.16 -0.20 -0.87
N -1.087 2.475 -0.835 -1.01 -0.42 0.94
C -0.477 1.328 -0.190 1.59 -0.73 0.04
C 0.923 1.163 -0.393 -1.00 -0.48 0.55
C 1.571 0.093 0.235 0.07 -0.06 0.10
C 0.906 -0.875 1.052 -0.12 0.95 -0.78
C 1.760 -2.012 1.634 -0.47 0.67 1.14
O 1.833 -3.198 0.829 -0.01 0.50 -0.34
C 2.224 -2.950 -0.470 0.66 0.54 -1.88
C 1.370 -3.253 -1.561 0.15 -0.06 0.46
C 1.743 -2.968 -2.891 0.23 0.18 0.13
C 2.978 -2.360 -3.199 0.03 -0.12 1.01
C 3.843 -2.060 -2.121 -0.61 -0.21 0.04
C 3.468 -2.349 -0.790 0.13 0.03 -0.19
C -0.491 -0.707 1.266 -0.58 0.54 -0.63
P -1.378 -1.953 2.334 1.03 -1.53 1.29
C -2.588 -1.101 3.461 -1.25 0.72 -1.04
O -2.340 -2.950 1.342 3.59 3.55 0.76
C -1.145 0.404 0.638 -0.04 0.26 -0.49
S -2.924 0.668 0.851 0.44 0.25 -0.64
H 0.825 4.556 -3.562 -0.28 0.22 0.57
H 0.587 5.669 -2.169 -0.43 -0.53 -0.15
H 0.606 3.857 -1.953 -0.27 0.63 -0.29
H -1.456 1.905 -4.806 0.28 0.44 0.51
H -0.052 2.323 -3.733 -0.46 0.19 -0.20
H -0.565 3.385 -5.139 0.09 -0.46 0.62
H -5.331 0.460 -0.719 0.56 0.29 -0.22
H -1.282 3.148 -0.081 0.23 0.09 -0.32
H 1.469 1.886 -1.021 -0.28 -0.48 0.43
H 2.658 0.008 0.074 -0.69 -0.07 0.17
H 1.302 -2.321 2.595 0.29 -0.04 -0.67
H 2.757 -1.587 1.884 -0.36 -0.42 -0.47
H 0.396 -3.724 -1.345 0.58 0.32 -0.15
H 1.034 -3.194 -3.700 0.36 0.04 0.44
H 3.280 -2.109 -4.228 -0.33 -0.18 0.59
H 4.807 -1.561 -2.310 -0.59 -0.34 0.16
H 4.192 -2.054 -0.012 -0.56 -0.35 -0.25
H -2.889 -1.728 4.324 0.71 0.18 -0.53
H -3.523 -0.929 2.880 0.45 -0.01 0.49
H -2.238 -0.103 3.804 0.00 -0.71 -0.11
H -2.215 -2.595 0.445 -0.51 -0.36 0.11
O -7.223 -0.248 2.140 0.09 -0.23 0.16
S -8.151 -1.215 1.678 -0.17 0.21 -0.49
O -8.508 -2.356 2.443 -0.04 0.19 0.17
O -7.685 -1.699 0.215 -0.04 0.39 0.28
C -8.730 -1.454 -0.732 -0.47 -0.33 -0.24
C -9.484 -0.261 -0.188 0.32 0.43 -0.28
O -9.501 -0.460 1.231 0.18 -0.59 0.06
H -9.366 -2.342 -0.773 -0.02 0.04 -0.01
H -8.311 -1.264 -1.718 0.24 0.01 0.14
H -10.496 -0.193 -0.580 -0.06 -0.07 0.27
H -8.953 0.672 -0.394 -0.01 -0.03 -0.07
O -1.613 -1.023 6.905 0.33 0.04 0.12
S -2.107 -1.533 8.130 -0.67 -0.28 -0.20
O -1.418 -1.363 9.361 0.12 0.14 -0.03
O -2.430 -3.097 7.929 0.01 0.48 -0.15
C -3.808 -3.351 8.222 -0.31 -0.14 0.44
C -4.522 -2.056 7.895 -0.17 -0.15 -0.58
O -3.622 -1.027 8.322 0.41 -0.30 0.38
H -3.893 -3.593 9.284 -0.04 0.00 -0.02
H -4.175 -4.187 7.630 0.25 0.03 -0.11
H -5.478 -1.967 8.405 0.14 0.20 0.14
H -4.674 -1.947 6.818 -0.04 -0.06 0.02
O 8.234 -4.602 0.967 -0.02 0.22 -0.16
S 6.830 -4.668 0.773 -0.29 -0.31 0.48
O 6.191 -4.124 -0.369 0.25 0.01 -0.20
O 6.110 -4.087 2.091 0.42 -0.30 -0.17
C 5.244 -5.081 2.649 -0.61 -0.16 -0.10
C 5.867 -6.406 2.260 0.29 -0.06 0.50
O 6.361 -6.200 0.934 -0.24 0.48 -0.13
H 4.254 -4.960 2.202 0.01 -0.02 0.02
H 5.170 -4.959 3.728 0.18 0.18 -0.06
H 5.151 -7.224 2.281 0.03 0.03 -0.28
H 6.716 -6.650 2.904 -0.05 0.00 0.03
O -4.019 -3.977 0.792 -2.48 -1.79 -0.68
S -4.534 -4.485 2.006 -0.64 -0.19 -0.38
O -3.855 -4.342 3.244 0.00 0.14 -0.05
O -4.901 -6.044 1.793 -0.04 0.37 -0.12
C -6.287 -6.256 2.076 -0.23 -0.03 0.40
C -6.963 -4.937 1.753 -0.18 -0.20 -0.45
O -6.041 -3.939 2.192 0.39 -0.32 0.40
H -6.385 -6.502 3.136 -0.05 0.00 -0.03
H -6.674 -7.077 1.476 0.23 0.02 -0.09
H -7.919 -4.824 2.259 0.17 0.22 0.11
H -7.106 -4.817 0.676 -0.03 -0.05 0.01
O 6.702 1.958 -5.106 -0.13 -0.01 0.45
S 6.130 0.711 -4.725 0.20 -0.92 -0.64
O 5.143 0.600 -3.709 0.05 0.43 -0.08
O 7.333 -0.311 -4.393 -0.07 0.53 -0.17
C 7.236 -1.459 -5.237 -0.28 -0.54 -0.02
C 6.565 -0.960 -6.500 0.46 0.11 -0.26
O 5.587 -0.019 -6.049 1.42 -0.85 2.87
H 6.622 -2.206 -4.728 0.02 -0.02 -0.04
H 8.224 -1.874 -5.429 0.06 0.21 0.14
H 6.092 -1.761 -7.064 -0.23 0.14 0.08
H 7.272 -0.430 -7.144 0.02 -0.07 -0.01
O 5.658 2.832 -8.089 0.13 -0.21 0.15
S 4.753 1.813 -8.480 -0.53 0.04 -0.54
O 4.455 0.703 -7.648 -1.23 1.16 -2.01
O 5.202 1.271 -9.932 -0.04 0.42 0.26
C 4.129 1.435 -10.864 -0.43 -0.29 -0.15
C 3.348 2.631 -10.358 0.27 0.40 -0.32
O 3.368 2.503 -8.934 0.20 -0.50 0.03
H 3.521 0.527 -10.846 -0.02 0.04 -0.03
H 4.518 1.590 -11.868 0.22 0.00 0.13
H 2.325 2.647 -10.728 -0.05 -0.06 0.26
H 3.844 3.568 -10.622 -0.02 -0.03 -0.06
O 3.216 3.968 -1.051 -0.31 0.15 -0.05
S 3.743 5.022 -1.845 0.84 -0.16 -0.32
O 3.038 6.237 -2.056 -0.11 -0.05 0.27
O 4.165 4.413 -3.270 -0.09 -0.04 0.65
C 5.558 4.655 -3.506 0.46 0.35 -0.43
C 6.190 4.707 -2.134 0.10 -0.61 0.02
O 5.221 5.379 -1.316 -0.49 0.20 -0.34
H 5.653 5.614 -4.022 0.01 -0.01 0.03
H 5.983 3.867 -4.125 -0.28 -0.06 0.05
H 7.136 5.242 -2.130 -0.17 0.20 0.14
H 6.339 3.704 -1.728 0.03 0.01 -0.05
O -2.172 11.483 -3.931 0.02 0.28 0.14
S -1.978 10.926 -2.639 0.19 -0.69 -0.03
O -2.351 11.610 -1.453 -0.16 0.15 -0.16
O -0.438 10.472 -2.515 -0.40 0.08 -0.31
C -0.368 9.071 -2.220 -0.05 -0.32 0.42
C -1.617 8.478 -2.835 0.21 -0.25 -0.40
O -2.637 9.460 -2.608 0.31 0.51 0.37
H -0.366 8.951 -1.134 0.00 -0.04 -0.03
H 0.542 8.640 -2.632 0.02 0.23 -0.08
H -1.889 7.526 -2.387 -0.18 0.26 0.03
H -1.504 8.351 -3.915 0.04 -0.01 0.03
O -1.188 -4.672 15.101 0.17 -0.15 0.14
S -0.219 -4.791 14.072 -0.04 0.42 -0.38
O 0.709 -5.861 14.020 -0.17 -0.12 0.12
O 0.585 -3.399 13.975 -0.49 -0.23 0.06
C 0.460 -2.855 12.657 0.28 -0.04 -0.48
C -0.873 -3.362 12.150 -0.34 0.47 0.06
O -0.969 -4.701 12.649 0.55 -0.10 0.21
H 1.285 -3.236 12.051 -0.03 0.03 -0.02
H 0.505 -1.769 12.686 -0.01 -0.06 0.24
H -0.936 -3.350 11.064 0.01 -0.22 0.04
H -1.701 -2.784 12.568 0.04 0.05 -0.05
```
Forces are in eV/Å.



No. 6
ORCA calculation (wB97M-V/def2-TZVPD) on a single C3H9NOS molecule.

Geometry as XYZ:
```
15
Properties=species:S:1:pos:R:3:forces:R:3
N 0.533 -0.690 1.548 -0.69 1.33 -0.80
C -0.191 0.088 0.423 1.30 -1.93 1.00
C -1.655 0.021 0.603 -2.54 3.31 -3.06
O -2.292 0.968 1.432 -0.81 -2.26 1.58
C 0.177 -0.441 -0.962 -1.05 -1.13 -0.89
S 1.756 0.072 -1.580 0.57 1.16 -1.26
H 0.232 -1.665 1.561 -0.13 0.35 0.01
H 0.217 -0.233 2.421 0.32 -0.66 -0.57
H 0.204 1.086 0.533 -0.10 0.49 -0.20
H -2.004 -0.875 0.904 -0.54 -3.23 1.72
H -2.287 0.068 -0.368 1.53 0.28 0.54
H -2.015 1.845 1.392 1.13 2.03 -0.66
H -0.603 -0.173 -1.748 1.18 0.66 0.95
H 0.071 -1.527 -1.146 0.24 0.09 1.06
H 2.717 -0.597 -0.946 -0.42 -0.50 0.57
```
Forces are in eV/Å.

Properties
ΔE to the lowest compared entry with this formula, charge and spin   41.0 kcal/mol



no.,DFT total energy (a.u.),LUMO energy (eV),largest force on an atom (eV/Å)
1,-589.9880,-0.4173,3.813
2,-3551.2769,-5.6833,3.448
3,-280.4641,-6.6861,4.387
4,-275.0552,1.0512,1.307
5,-9721.2138,-0.2201,5.105
6,-647.8327,0.8415,5.177